DFT (ωB97M-V/def2-TZVPD) results for an isolated molecule of C22H23ClN4O4.

Computed properties:
LUMO   0.68 eV
Total charge   0
Molar mass   442.9 Da
SMILES   CCOC(=O)CCNC(=O)Nc1ccc2nc(C)n(Cc3ccccc3Cl)c(=O)c2c1

Cartesian coordinates (Å):
C  0.8868  4.7740  -0.9389
C  0.9692  1.8092  -3.8558
O  -1.8626  -0.5696  -0.0284
N  1.4300  2.4822  -4.9676
H  0.8834  3.9623  -6.3172
C  -1.1128  -0.1495  4.8129
N  -0.8335  -2.2356  1.1237
H  -0.6188  0.7987  4.9581
H  -0.5389  -4.7659  2.2407
H  -0.8895  -0.1062  2.6876
H  1.2019  -4.5280  2.4617
H  0.9191  5.6985  -0.3555
C  0.4533  -0.2035  -1.6805
O  2.6624  3.7104  -2.7021
H  3.6202  -0.8593  -2.6657
C  -0.8654  -1.2465  0.1317
C  -2.3848  -2.5673  4.4223
C  0.8899  3.7932  -5.2376
C  -1.8925  -1.8794  3.3169
C  0.2819  -3.0019  1.3492
H  -0.3970  0.4217  -1.8970
C  1.8561  4.5254  -3.0822
Cl  -3.1956  -4.0895  4.2269
H  -2.8128  -1.8182  1.3964
C  1.4448  -1.9700  -0.3284
C  -1.6039  -0.8528  5.8999
H  1.7486  4.1478  -0.6880
H  0.0415  -3.5654  3.3970
H  -1.2645  4.6709  -0.9102
C  2.7064  -0.9419  -2.0930
N  1.7920  0.7778  -3.4765
O  -0.0897  2.0775  -3.3334
C  1.6242  -0.1042  -2.4121
H  -0.1363  3.7896  -4.8631
C  0.2386  -4.0284  2.4322
C  2.6240  -1.8560  -1.0740
H  -0.4638  3.6628  0.3061
H  -2.3387  -3.4528  1.9208
H  2.6981  0.7287  -3.9200
N  1.3704  -2.8921  0.6780
H  -1.4937  -0.4613  6.8994
O  0.9923  5.1658  -2.3130
H  3.4533  -2.5001  -0.8293
H  2.6861  4.9870  -4.9918
H  2.4058  2.3702  -5.2014
C  1.6962  4.9088  -4.5391
H  -0.4695  3.1717  -1.3961
H  -2.6361  -2.6195  6.5425
C  -2.0411  -2.4029  1.9138
C  -2.2449  -2.0628  5.7053
H  1.1684  5.8562  -4.6232
C  -1.2604  -0.6601  3.5370
C  -0.4153  4.0204  -0.7182
C  0.3631  -1.1310  -0.6426

These are the Mulliken partial charges, in e, on atoms 1 to 6:
1. C -0.323
2. C 0.460
3. O -0.705
4. N -0.251
5. H 0.332
6. C -0.837



DFT (ωB97M-V/def2-TZVPD) results for a cluster of 2 separate species, C5H11NO3S in total in a non-equilibrium geometry.

Computed properties:
LUMO   -1.10 eV
Total charge   0
Molar mass   165.2 Da

Cartesian coordinates (Å):
C  0.7008  1.0979  -1.6114
S  3.6433  0.4494  0.3028
O  4.0748  -0.5662  1.2134
H  1.0885  -0.9597  -1.1421
H  -2.6826  0.4862  -0.0985
H  0.2785  0.8729  -2.5537
C  -1.2521  -1.6281  -0.3992
C  -1.9146  0.0359  1.9323
H  -1.2457  -0.9405  1.9801
C  0.5774  -0.0834  -0.6443
O  -0.4330  -2.4477  -1.0671
H  0.1399  1.8684  -1.1822
H  -1.6005  0.7788  2.5949
H  1.0425  0.0161  0.3747
C  -1.6800  0.4834  0.4800
H  1.7413  1.3424  -1.7024
N  -0.7853  -0.4253  -0.2260
O  3.4152  1.7934  0.7566
H  -1.3458  1.5047  0.3289
H  -2.9995  -0.3190  2.0642
H  -0.7628  -3.3595  -1.4011

These are the Mulliken partial charges, in e, on atoms 1 to 6:
1. C -1.180
2. S 0.757
3. O -0.390
4. H 0.444
5. H 0.313
6. H 0.358



DFT (ωB97M-V/def2-TZVPD) results for an isolated molecule of C4H6N2O in a non-equilibrium geometry.

Computed properties:
LUMO   0.66 eV
Total charge   0
Molar mass   98.1 Da
SMILES   [H]/N=C/OCCC#N

Cartesian coordinates (Å):
C  0.3053  -0.7539  -0.4452
C  2.3111  0.5378  -0.0708
H  0.8642  -1.6455  -0.6639
C  1.0766  0.1239  0.5185
O  -0.8154  -1.3137  0.2213
N  -1.7921  0.6368  -0.2632
H  1.3253  -0.4054  1.4334
C  -2.0137  -0.4586  0.2823
H  0.4924  0.9968  0.7555
H  -3.0200  0.1172  0.5237
H  -2.0985  1.5632  -0.4060
N  3.3318  0.8734  -0.5706
H  0.0383  -0.2260  -1.3533

These are the Mulliken partial charges, in e, on atoms 1 to 6:
1. C -0.598
2. C 0.206
3. H 0.361
4. C -0.199
5. O -0.438
6. N -0.410



DFT (ωB97M-V/def2-TZVPD) results for an isolated molecule of C5H7NO in a non-equilibrium geometry.

Computed properties:
LUMO   0.76 eV
Total charge   0
Molar mass   97.1 Da
SMILES   CC=C=CC(N)=O

Cartesian coordinates (Å):
H  -0.9314  -0.0603  -1.4706
H  2.1116  -2.4939  1.1844
C  1.6086  -0.6697  0.4768
H  2.6507  -0.3612  0.3766
H  -2.5139  2.9016  -0.1444
C  1.3156  -2.1435  0.5724
C  0.6281  -0.0428  -0.0773
H  0.3144  -2.4430  0.9293
C  -0.9824  1.6208  0.0343
H  -2.6471  1.5286  -1.1720
O  -0.4003  2.1930  0.9417
H  1.4090  -2.5427  -0.4516
C  -0.4948  0.3754  -0.5818
N  -2.0680  2.1377  -0.6177

These are the Mulliken partial charges, in e, on atoms 1 to 6:
1. H 0.270
2. H 0.323
3. C -0.367
4. H 0.277
5. H 0.250
6. C -0.930



DFT (ωB97M-V/def2-TZVPD) results for a cluster of 2 separate species, C2H5ClFOPS in total in a non-equilibrium geometry.

Computed properties:
LUMO (alpha / beta)   -0.28 / -2.26 eV
Total charge   0
Molar mass   162.6 Da

Cartesian coordinates (Å):
P  -1.2212  -0.3506  -0.0447
F  1.2548  2.0313  0.1352
H  -0.7581  2.5953  0.2223
C  0.0864  2.3952  -0.4493
H  0.8443  -1.7715  1.4377
H  0.0656  2.6228  -1.5612
H  1.6273  -0.5258  0.2810
C  1.0819  -1.6121  0.3172
Cl  -2.6218  -0.5765  -1.4998
O  -0.0759  -1.5085  -0.4577
S  -1.9970  -0.8031  1.6900
H  1.7138  -2.4966  -0.0707

These are the Mulliken partial charges, in e, on atoms 1 to 6:
1. P 0.540
2. F -0.200
3. H 0.432
4. C -0.478
5. H 0.259
6. H 0.316



DFT (ωB97M-V/def2-TZVPD) results for a structure of composition C26H65AsF6N4O11 in a non-equilibrium geometry.

Computed properties:
LUMO   -2.12 eV
Total charge   0
Molar mass   798.7 Da

Cartesian coordinates (Å):
H  7.6381  5.8729  3.8757
H  3.9246  -10.2922  -0.0487
O  5.9714  8.3867  -5.9634
C  5.7543  7.1698  -5.2046
H  -8.0815  1.6060  0.9771
H  6.0035  7.2539  -4.1468
F  0.8435  1.4304  -0.0682
H  1.2284  8.1470  -5.9706
H  -5.7458  -10.7863  0.2329
H  2.1064  -11.7257  -3.6068
C  2.8643  -10.1443  0.1561
H  1.9100  12.6771  10.1406
N  1.7684  -10.1155  -2.1533
H  4.8042  6.6499  -5.3275
O  -6.3195  0.8650  1.8998
H  -3.7130  -13.1702  -5.8623
C  1.2820  -8.7966  -2.2827
H  2.6333  9.5236  6.7035
O  -0.1088  12.2729  9.8465
O  7.6929  4.9859  4.2390
H  2.2768  -10.0408  -6.2583
H  6.0237  4.3994  3.3550
C  1.4973  8.9707  -5.3094
H  6.2782  6.3890  -5.7559
H  2.4740  -9.1290  0.2258
H  -2.8450  -13.9147  -4.4102
C  0.1450  11.5908  7.4586
H  -5.7790  0.4971  1.1969
F  -0.8074  -0.5996  -0.1127
H  1.0999  -11.2154  -0.7055
C  2.3010  -0.2663  5.3764
H  -5.8314  -12.3618  -4.0089
O  -1.3708  3.2104  -7.2348
H  0.5240  9.4599  -5.3490
C  -7.1521  1.8738  1.4797
H  0.4207  -7.8365  -4.0911
H  1.1731  12.0114  11.4577
C  0.9476  -8.6458  -3.6076
O  -0.3718  9.4649  5.4120
C  -0.8993  8.8411  4.2404
O  5.1190  10.2152  -7.0382
H  -4.4987  -14.1007  -4.5134
H  1.5669  10.9140  10.0798
H  -3.0238  3.7977  -8.1330
C  -5.0655  -11.5979  -4.1429
H  0.8826  13.4058  8.4441
H  1.5716  8.4824  -4.3378
H  -5.1537  -8.3204  0.4019
H  -4.1126  -8.4327  -0.9478
F  1.2434  1.1889  -2.4058
C  -2.7439  3.2505  -7.2329
C  -4.6112  -9.0495  -0.2000
As  0.1613  0.2849  -1.2684
C  2.6690  9.7634  -5.7760
H  3.4312  -1.3053  4.2165
N  -5.2103  -11.1129  -1.6771
H  -0.5092  9.3732  3.3727
H  -2.3469  -7.9054  0.8715
H  -4.2609  -11.4356  -1.5559
H  -7.2690  2.6551  2.2307
H  0.9300  -8.9041  -6.3217
H  2.6293  -11.7236  -1.4184
H  1.1984  -8.1322  -1.4354
H  2.8093  -10.7558  1.0568
F  -1.1823  1.4386  -1.6095
H  2.5672  10.5600  -5.0389
C  7.0690  4.0953  3.4095
C  1.2967  -9.8107  -5.8404
H  1.1532  10.7126  4.8352
H  1.5016  -0.3997  4.6475
H  -3.5736  -8.1975  2.0488
H  7.0757  3.1481  3.9488
C  -5.5552  -10.2013  -0.6668
N  1.5308  11.1230  7.3512
C  -3.7203  -13.3915  -4.7950
H  -6.6796  2.4962  0.7198
H  -3.2317  2.2780  -7.1670
H  1.7826  -0.3619  6.3304
C  -2.8489  -8.7068  1.4136
O  -3.4762  -9.6027  0.4996
O  3.2599  -1.3608  5.1595
H  -0.4499  10.7456  7.8046
C  -0.0028  12.7750  8.5225
H  -0.9241  3.0477  -6.4008
C  1.1895  11.8933  10.3742
H  2.0447  11.7410  6.7396
C  1.8017  -10.7119  -3.3929
H  1.5082  8.8741  4.7900
H  0.6118  -10.6368  -6.0314
C  1.5771  9.7929  6.6942
F  1.6251  -0.7733  -1.0466
H  7.4458  3.9904  2.3921
H  2.5276  10.2654  -6.7331
H  -6.2043  -9.9907  -3.0785
C  2.0762  -10.8641  -1.0396
F  -0.4132  -0.8178  -2.5586
H  0.9505  9.0863  7.2382
O  3.8278  9.0353  -5.5506
H  -6.5348  -9.8159  -0.9492
H  -0.8226  7.7568  4.1599
H  -0.8668  13.4343  8.4398
H  2.7690  0.7138  5.2845
N  1.3945  -9.7288  -4.3405
C  -5.2576  -10.5247  -2.9970
H  -0.2058  12.0269  6.5233
C  1.0749  9.7319  5.3044
C  4.9623  9.2248  -6.2851
H  -5.2259  -10.9980  -5.0387
H  -3.1634  3.8821  -6.4497
O  -3.7493  -12.2270  -3.9660
H  -2.1146  -9.1065  2.1130
H  -1.9510  9.1182  4.3118
H  -4.4369  -9.8229  -3.1456

These are the Mulliken partial charges, in e, on atoms 1 to 6:
1. H 0.296
2. H 0.312
3. O -0.301
4. C -0.679
5. H 0.260
6. H 0.279



- Among the records above, which one has the lowest molar mass?
  C5H7NO